Computed, not measured: a molecular structure, C25H33NO6OsSb2, with ωB97M-V with the def2-TZVPD basis set.

HOMO level (alpha / beta), eV: -9.04 / -10.51
Charge: +1
Relative energy (zero: lowest compared OMol25 entry of this formula, charge and spin), eV: 1.532
Multiplicity: 6

Last column: Mulliken charge in e.
Geometry (Å):
C: 1.348 -2.393 1.956  -0.43
H: -1.396 -4.535 -2.094  0.38
O: -2.324 -0.640 1.953  -0.47
H: -0.040 0.650 -2.112  0.06
C: 2.821 3.272 -2.052  -1.77
H: -1.903 5.623 -2.809  0.42
C: -0.522 -4.480 -1.448  -0.92
O: 0.337 -1.785 2.540  -0.69
H: 1.871 4.288 -4.300  0.38
H: 0.423 1.660 -3.491  0.49
C: 1.479 3.830 -2.242  0.91
H: 0.841 1.121 3.586  0.35
H: -4.125 -2.187 2.318  0.49
C: 1.111 1.791 2.774  -1.39
H: 0.875 4.109 0.887  0.58
O: -0.997 -2.637 -0.115  -0.59
H: -3.321 -2.802 6.511  0.42
C: -2.430 2.220 -0.165  -1.47
H: -2.989 1.295 -0.028  0.42
H: -1.366 4.673 -0.617  0.61
Sb: 2.655 0.982 -2.145  1.11
C: 0.936 -3.429 0.899  0.12
H: -1.891 -5.245 0.078  0.34
H: -3.043 3.070 0.123  0.39
N: -2.524 -1.219 3.140  0.44
C: -0.964 5.105 -2.666  -0.71
C: -2.022 -1.491 5.419  -0.89
H: 0.683 -0.093 -3.568  0.43
C: -0.846 -4.954 -0.014  -0.97
H: 0.283 -5.040 -1.921  0.35
H: -0.290 -2.347 -2.045  0.64
C: -0.132 -3.025 -1.208  -0.18
H: 3.566 -0.530 -4.153  0.36
H: 1.304 2.797 3.134  0.41
C: -0.566 -3.696 0.800  0.13
O: 1.211 -0.530 -0.095  -1.10
H: 1.936 1.381 2.195  0.43
C: 0.808 3.303 0.151  -1.84
H: -0.302 5.385 -4.691  0.42
Os: -0.499 -0.576 1.020  1.78
C: 1.724 -1.513 -0.732  0.57
C: -3.887 -2.628 4.446  -0.71
C: -3.580 -2.047 3.239  -0.20
H: -4.739 -3.287 4.507  0.44
O: 2.528 -1.292 -1.662  -0.77
O: 2.516 -2.149 2.133  -0.65
H: 1.758 2.777 0.207  0.35
C: -1.751 -0.923 4.191  0.15
H: -1.384 -1.244 6.253  0.45
H: 1.491 -4.344 1.107  0.58
H: 3.273 1.119 -4.740  0.38
H: -0.231 -5.790 0.313  0.39
H: -1.107 -3.593 1.737  0.58
C: 3.702 0.526 -3.932  -1.24
C: 0.687 0.777 -2.913  -1.14
C: 1.145 4.351 -3.498  -0.62
Sb: -0.646 2.039 1.196  0.60
H: -2.083 2.320 -1.191  0.44
C: -0.656 4.568 -1.427  -0.47
H: 3.513 3.452 -2.869  0.62
H: 4.762 0.744 -3.843  0.37
H: 1.991 -3.570 -1.046  0.62
C: -0.067 4.976 -3.718  -0.72
H: -0.938 -0.241 4.003  0.39
C: 1.262 -2.938 -0.543  -0.19
H: 3.280 3.451 -1.088  0.44
C: -3.096 -2.353 5.554  -0.24
C: 0.538 3.889 -1.195  1.13

=====

Computed, not measured: a molecular structure, C25H33O2SV in a non-equilibrium geometry, with ωB97M-V with the def2-TZVPD basis set.

HOMO level (alpha / beta), eV: -1.71 / -3.23
Charge: -1
Relative energy (zero: lowest compared OMol25 entry of this formula, charge and spin), eV: 1.342
Multiplicity: 4

Last column: Mulliken charge in e.
Geometry (Å):
H: 0.252 2.064 -3.502  -0.12
C: 0.795 1.654 7.512  -0.48
H: 2.022 -1.293 0.479  0.53
C: 0.333 -0.333 -1.954  0.60
H: -1.011 -2.569 -5.502  0.36
H: 0.943 -1.995 4.678  0.40
H: 0.894 0.862 -7.225  0.32
H: 0.722 1.759 -0.611  -0.01
H: -0.679 2.955 4.710  0.36
C: 1.478 -1.622 1.363  -0.77
C: -2.394 -1.060 3.360  -0.46
H: 0.737 1.695 8.599  0.33
H: -0.795 1.455 -4.917  0.44
C: -2.285 0.028 1.314  -0.22
C: -1.096 -1.675 -6.119  -1.73
C: -2.489 -1.250 1.945  -0.59
H: 0.254 -0.543 -0.857  -0.62
H: -1.537 0.292 -3.103  0.14
C: -2.105 1.006 2.351  -0.65
C: 0.131 0.974 -5.251  -0.64
H: 1.033 1.579 -5.124  0.21
C: -0.872 0.605 -2.268  -0.08
V: -0.455 -0.572 2.316  0.22
H: 2.480 0.286 7.491  0.36
H: -1.216 -1.950 -7.169  0.42
C: 0.359 -2.514 1.385  -0.39
H: 2.736 -0.811 3.023  0.45
C: 1.826 -1.315 2.721  -0.38
H: -1.492 0.759 -1.353  -0.14
H: 1.547 -2.437 -5.760  0.36
C: -2.127 0.320 3.608  -0.29
H: -0.851 3.037 7.207  0.33
H: 1.915 2.545 -1.780  0.41
O: 1.555 0.445 -2.150  -0.52
H: 1.339 -1.857 -7.423  0.42
C: -0.181 1.979 -2.497  -0.30
H: 0.368 -1.322 -2.473  0.39
H: -2.727 -2.178 1.420  0.41
C: 1.101 1.771 -1.664  -0.22
H: -2.317 0.225 0.241  0.46
C: 0.157 -0.838 -5.959  1.51
H: -2.024 2.080 2.192  0.32
C: -0.017 2.370 5.351  -0.63
H: -2.135 0.800 4.588  0.53
C: 0.010 -2.753 2.772  -0.79
S: 0.951 1.447 2.994  -0.49
C: 1.427 -1.551 -6.378  -1.73
H: -0.874 2.847 -2.421  0.37
H: -0.945 0.809 -7.094  0.29
C: 0.898 -1.990 3.591  -0.36
C: -0.094 2.407 6.734  -0.34
H: 2.307 -0.917 -6.208  0.38
C: 1.871 0.829 5.506  -0.49
H: -0.043 -3.039 0.525  0.44
H: 2.647 0.255 4.997  0.25
C: 1.777 0.865 6.893  -0.46
C: 0.940 1.541 4.715  0.61
H: -0.760 -3.439 3.115  0.48
C: 0.020 0.524 -6.661  -0.85
H: -2.606 -1.813 4.125  0.42
H: -1.979 -1.119 -5.792  0.37
O: 0.282 -0.317 -4.605  -0.17

=====

Computed, not measured: a molecular structure, C25H34BBr2F4N6O2PbS2, with ωB97M-V with the def2-TZVPD basis set.

HOMO level (alpha / beta), eV: -10.41 / -10.39
Charge: +1
Relative energy (zero: lowest compared OMol25 entry of this formula, charge and spin), eV: 0.000

Last column: Mulliken charge in e.
Geometry (Å):
C: -3.596 -6.193 -3.346  -1.19
H: -0.665 3.936 1.492  0.37
C: -3.086 -2.489 -3.719  -0.05
C: -3.242 -4.756 -3.094  0.81
O: 1.498 -1.980 0.802  -0.33
F: 3.027 0.633 -2.571  -0.34
H: 0.881 0.174 -3.927  0.15
Br: 3.467 -3.228 2.716  -0.11
C: 4.521 -3.818 -1.213  0.19
H: -4.506 -0.333 -1.740  0.38
C: 1.551 -1.720 -3.287  0.61
C: -0.616 3.054 2.135  -0.92
N: -2.520 -2.174 -2.549  0.17
H: 0.202 1.435 4.101  0.41
S: -1.591 -2.861 -0.140  -0.58
C: -2.287 1.336 2.815  -0.91
N: -1.617 2.146 1.813  0.27
N: -0.868 -0.713 2.329  0.47
C: 0.957 2.596 1.938  -0.28
H: -3.951 -3.991 -4.994  0.37
H: -3.352 1.581 2.827  0.48
C: 0.834 0.722 3.577  -0.96
O: -2.336 0.999 -0.891  -0.94
H: 0.920 -1.364 3.132  0.08
B: 2.360 1.426 -1.629  0.22
H: -3.826 -6.688 -2.405  0.36
H: 0.455 -1.150 -5.033  0.53
C: 2.465 -2.504 -1.316  -0.17
H: -4.743 2.533 -4.160  0.29
C: 4.494 -3.858 0.174  -0.47
N: 1.483 -1.852 -1.966  0.71
H: 1.706 0.546 4.216  0.50
C: -3.481 -3.764 -4.045  -1.20
F: 2.429 0.767 -0.319  -0.44
N: 1.258 1.304 2.326  0.23
H: -0.736 3.364 3.170  0.50
C: 3.531 -3.124 -1.980  1.03
C: 2.594 -2.313 -4.021  -1.13
H: -1.790 1.919 0.833  0.23
H: -0.428 -0.940 -3.505  -0.12
Pb: -0.177 -0.610 -0.334  1.08
C: -2.211 -0.180 2.609  -0.76
H: -0.268 -0.933 4.368  0.40
H: -1.007 -1.709 2.156  0.24
C: -2.328 -3.189 -1.693  0.32
C: -4.416 0.462 -2.478  -0.81
C: -3.169 2.777 -2.704  -0.87
H: -2.837 -0.450 1.756  0.24
C: 2.408 -2.532 0.158  0.16
H: -2.739 -6.706 -3.792  0.26
H: -5.285 1.965 -1.203  0.24
H: -1.907 1.608 3.798  0.36
C: -5.296 1.687 -2.260  -0.68
H: 1.723 0.715 1.630  0.24
C: 3.484 -3.222 0.847  -0.08
H: -4.546 0.039 -3.479  0.38
H: -2.643 -0.648 3.500  0.44
C: 3.567 -3.016 -3.380  -1.07
H: 1.281 2.740 0.911  0.24
H: -2.500 3.172 -3.468  0.43
H: -5.101 3.761 -2.950  0.36
C: 0.147 -0.644 3.395  -0.62
H: -3.220 -1.666 -4.419  0.53
H: 4.376 -3.470 -3.934  0.38
H: 1.462 3.332 2.580  0.28
F: 2.880 2.707 -1.512  -0.32
Br: 5.922 -4.707 -2.069  -0.13
S: -2.701 1.045 -2.374  0.82
H: 5.265 -4.382 0.722  0.46
H: 2.624 -2.183 -5.094  0.53
H: -4.439 -6.283 -4.033  0.37
C: 0.544 -0.867 -3.985  -0.90
H: -6.331 1.498 -2.549  0.41
N: -2.659 -4.466 -1.930  -0.55
H: -2.983 3.295 -1.763  0.26
F: 0.951 1.493 -1.957  -0.31
C: -4.646 2.783 -3.100  -0.57

=====

Computed, not measured: a molecular structure, C25H34BrCaNO7Se in a non-equilibrium geometry, with ωB97M-V with the def2-TZVPD basis set.

HOMO level, eV: -6.15
Relative energy (zero: lowest compared OMol25 entry of this formula, charge and spin), eV: 1.102

Last column: Mulliken charge in e.
Geometry (Å):
H: -0.722 -2.937 -2.619  0.30
H: -2.157 -3.284 -1.619  0.45
H: -2.264 2.547 4.960  0.37
C: -0.472 -2.448 -0.549  -0.40
O: 2.374 0.149 -2.052  -0.25
O: 0.520 -1.451 -0.865  0.04
H: -2.413 -0.346 0.415  0.01
C: 0.606 -0.996 5.017  0.98
H: -0.387 1.157 8.949  0.33
H: -0.204 0.123 -9.875  0.38
C: 2.898 1.460 -1.792  -0.81
H: 2.728 2.030 -2.704  0.30
H: 1.436 -1.985 3.294  -0.20
H: 2.043 -2.329 0.255  0.51
H: -2.188 2.366 0.607  0.48
O: 0.765 2.107 -0.950  -0.43
Br: 1.329 -2.295 -9.189  -0.18
O: -0.365 1.187 -4.015  -0.88
C: 0.720 -0.833 6.395  -0.85
H: 0.077 1.714 0.990  -0.15
C: 1.416 -2.096 4.375  -1.23
C: -2.772 0.159 -0.484  -0.28
C: -1.552 2.318 -0.276  -0.75
H: -1.806 3.123 -0.966  0.29
C: -0.148 0.096 -8.794  -0.15
C: 1.781 -1.357 -0.168  -0.28
H: 2.440 -2.088 4.758  0.42
H: 2.969 -1.787 -1.898  0.32
N: -0.744 1.085 -8.129  -0.64
Se: -0.488 -0.352 2.381  -0.52
C: 0.159 0.285 8.585  -1.46
C: -0.097 2.427 0.176  -0.24
O: 0.467 -0.907 -3.964  -0.85
H: 2.503 3.167 -0.522  0.49
H: 2.334 1.607 0.306  0.30
C: -3.069 -0.808 -1.628  -0.77
C: 0.524 -0.938 -8.157  -0.04
H: -1.148 1.870 -6.259  0.52
H: 0.989 -3.078 4.601  0.30
C: -0.012 0.069 -6.086  0.26
C: 2.165 2.135 -0.638  -0.56
H: -1.338 1.776 6.865  0.21
H: -3.683 -1.635 -1.270  0.41
H: 0.023 -3.396 -0.329  0.56
H: 0.111 3.442 0.524  0.46
H: 3.767 -0.701 -0.735  0.40
C: 0.595 -0.964 -6.780  -0.25
H: 1.380 -1.502 6.944  0.38
H: -0.235 -0.593 9.101  0.31
C: -0.668 1.063 -6.797  -0.18
C: -0.934 0.864 4.972  0.72
O: -1.869 -1.311 -2.266  -0.17
C: 2.821 -0.950 -1.220  -0.77
H: 1.102 -1.754 -6.243  0.53
H: -3.604 -0.285 -2.419  0.31
H: -1.280 2.383 3.489  0.11
H: -1.040 -2.146 0.333  0.13
C: -0.790 0.990 6.352  -1.03
C: -0.243 -0.148 4.276  0.29
C: -1.343 -2.580 -1.800  -0.92
C: 0.035 0.112 -4.590  0.71
C: 0.028 0.147 7.090  0.62
O: -1.765 1.066 -0.972  -0.49
H: 1.692 -0.645 0.654  -0.08
H: 3.970 1.416 -1.594  0.48
C: -1.834 1.834 4.255  -1.32
H: -2.640 1.313 3.735  0.30
H: 1.203 0.395 8.886  0.34
Ca: -0.020 0.229 -2.093  2.26
H: -3.678 0.715 -0.236  0.55

=====

Computed, not measured: a molecular structure, C25H34IrNO2Si in a non-equilibrium geometry, with ωB97M-V with the def2-TZVPD basis set.

HOMO level (alpha / beta), eV: -5.35 / -8.09
Multiplicity: 5

Last column: Mulliken charge in e.
Geometry (Å):
H: 1.045 -3.173 3.946  0.31
H: -0.668 -0.770 2.167  0.47
C: 2.531 1.008 -0.999  -1.34
C: -4.722 1.425 -1.075  0.73
H: -1.500 -0.939 -1.965  0.77
H: 0.111 3.301 0.721  0.39
H: -1.480 1.877 -4.573  0.44
H: 1.346 2.619 -2.073  0.50
O: 1.193 -1.578 1.252  -0.37
H: 0.936 -0.133 -4.851  0.38
C: -1.847 0.552 0.813  -0.18
C: 3.537 -0.367 2.500  -1.10
H: -5.331 3.357 1.669  0.38
H: 0.822 -1.746 -1.933  0.43
H: 4.395 -0.629 3.135  0.45
H: -4.090 -0.612 -0.711  0.17
C: 0.640 0.480 -2.272  -0.55
H: 0.026 -1.475 -4.106  0.32
H: 4.021 -3.002 0.695  0.33
C: -4.686 -0.048 -1.449  -1.07
H: -4.895 -0.587 -3.479  0.31
H: 0.214 2.335 -4.248  0.44
C: -1.711 0.003 -2.500  -0.36
C: -0.040 -0.436 -4.449  -1.83
C: -1.586 1.889 0.328  0.50
H: -0.792 -0.375 -5.238  0.56
H: 3.062 -1.109 -0.530  0.74
C: -4.745 4.112 -0.278  -0.48
H: -2.708 -0.063 0.587  0.30
H: 1.100 1.297 2.263  0.29
H: -2.228 2.458 -0.331  0.34
H: 3.309 1.571 -0.486  0.38
C: 2.389 -0.395 -0.991  -0.81
C: 3.458 -3.306 1.587  -1.15
H: 2.656 -2.805 4.593  0.35
H: -4.281 2.174 -3.056  0.41
H: 4.174 -3.674 2.333  0.34
H: -5.377 0.975 0.922  0.39
C: -5.090 1.771 0.230  -0.29
C: -0.350 2.335 0.898  -1.66
H: 1.400 -1.552 4.569  0.29
C: 1.194 -0.751 -1.703  -0.88
C: 1.820 -2.397 4.007  -1.12
H: -4.206 4.550 -2.337  0.40
C: -0.759 0.180 1.663  -1.04
C: -2.938 -0.221 -3.311  -0.26
C: -0.698 1.915 -3.806  -2.01
H: 2.809 -4.142 1.293  0.32
C: -4.456 2.436 -2.008  -0.23
Ir: -0.071 0.570 -0.414  0.87
Si: 2.382 -1.882 2.262  0.45
O: -2.733 -0.320 -4.508  -0.67
C: 0.166 1.283 1.716  0.22
H: 3.016 0.473 2.977  0.35
H: -5.712 -0.442 -1.401  0.49
N: -4.199 -0.313 -2.796  -0.06
H: -1.970 0.789 -1.771  -0.46
H: -1.035 2.575 -2.996  0.26
H: 3.932 -0.003 1.542  0.26
C: 1.476 1.578 -1.786  0.26
C: -0.446 0.493 -3.305  3.07
C: -5.076 3.106 0.638  -0.56
H: -4.739 5.158 0.037  0.37
C: -4.443 3.778 -1.602  -0.59

=====

Computed, not measured: C25H34N4O3S in the gas phase, with ωB97M-V with the def2-TZVPD basis set.

HOMO level, eV: -7.48
Relative energy (zero: lowest compared OMol25 entry of this formula, charge and spin), eV: 0.000
SMILES: COc1ccc(N2CCN([C@@H](c3cccs3)[C@H](C)NC(=O)C(=O)N3CCCCC3)CC2)cc1

Last column: Mulliken charge in e.
Geometry (Å):
H: -0.945 -0.474 -1.413  -0.16
C: -2.273 -2.665 -0.025  -0.89
H: 1.171 4.460 3.334  0.40
C: 2.443 0.880 -1.168  0.83
C: -0.707 -1.170 1.173  0.34
C: -3.749 -2.641 -0.296  0.01
O: 2.340 -3.381 -0.067  -0.77
H: 0.300 -3.772 -0.132  0.36
H: 4.212 -2.219 0.354  0.46
H: -1.574 0.381 2.402  0.36
C: -0.091 2.465 0.905  0.35
C: 2.173 6.683 2.545  -0.86
N: -0.634 1.199 0.691  0.93
C: 0.800 4.513 -0.026  -1.21
C: -1.825 -0.347 -0.764  0.26
H: 0.242 -1.320 0.635  -0.59
H: -1.780 1.800 -0.953  0.50
H: 4.674 0.049 1.336  0.40
H: 2.944 -0.313 1.285  0.11
H: -2.718 1.198 0.433  0.31
O: 1.791 6.183 1.290  -0.47
N: 2.968 -1.496 -1.132  0.15
C: 1.176 4.961 1.241  0.94
C: 3.569 1.144 -0.173  -0.93
C: 0.780 -2.557 -1.650  0.43
H: -0.068 2.971 -1.187  0.33
C: -1.798 1.056 -0.159  -1.66
C: 3.822 -0.103 0.671  -0.39
O: 0.500 -1.985 -2.689  -0.71
H: 2.905 6.031 3.035  0.33
H: 0.067 2.345 3.048  0.43
H: -6.525 -2.313 -2.105  0.41
C: -5.830 -2.435 -1.294  -0.74
H: 4.993 -1.139 -0.830  0.36
H: 1.946 -0.576 -2.701  0.44
C: 0.907 4.152 2.335  -0.57
N: -0.086 -3.288 -0.935  0.08
H: -0.769 -1.902 1.981  0.51
H: 3.302 1.985 0.468  0.35
H: 1.507 0.725 -0.628  -0.71
H: 0.214 0.335 2.385  0.55
N: -1.864 -1.311 0.316  0.36
C: 2.754 -0.362 -2.005  -1.47
H: -1.740 -5.358 -0.422  0.39
C: 0.277 2.929 2.166  -0.96
H: 1.012 5.143 -0.875  0.40
C: -6.201 -2.570 0.003  -0.53
C: -0.682 0.240 1.771  -1.46
S: -4.844 -2.745 1.043  -0.19
H: -1.387 -5.277 -2.152  0.43
H: 3.677 -0.204 -2.575  0.39
H: 4.481 1.406 -0.714  0.39
H: -3.955 -2.387 -2.427  0.52
H: -3.000 -4.867 -1.558  0.41
H: 1.310 6.819 3.206  0.34
C: -1.938 -4.809 -1.340  -1.73
H: -1.668 -2.808 -2.122  0.50
H: -7.189 -2.578 0.419  0.46
C: -4.427 -2.471 -1.464  -0.20
C: 2.124 -2.509 -0.907  0.69
C: 0.186 3.294 -0.190  0.14
H: -2.107 -3.265 0.879  0.94
H: 2.631 7.652 2.351  0.24
C: 4.092 -1.308 -0.233  -1.04
H: 2.314 1.738 -1.827  0.56
H: -2.727 -0.460 -1.368  0.49
C: -1.503 -3.354 -1.189  -0.31

=====

no.,total energy (Eh)
1,-2049.35732
2,-2464.99581
3,-8013.65028
4,-7207.60345
5,-1571.89269
6,-1815.99267